Formula: C32H49IO11P2
Source: OMol25
Level of theory: ωB97M-V/def2-TZVPD

Atoms and positions in Å:
C1 -5.3872 -2.1688 4.4977
C2 -4.9244 -1.9176 3.2473
C3 -4.4662 -3.0130 2.3393
C4 -5.2654 -4.0667 1.8586
C5 -6.7499 -4.1451 2.2198
C6 -7.4245 -5.3691 1.5826
C7 -7.4150 -2.7943 1.7007
C8 -8.5120 -2.9654 0.6366
C9 -4.6704 -4.9872 1.0360
C10 -3.3460 -4.9273 0.6543
I1 -2.5627 -6.3923 -0.6692
C11 -2.5600 -3.9001 1.1152
C12 -3.1452 -2.9541 1.9555
C13 -2.2283 -1.8312 2.3891
O1 -2.1735 -1.3684 3.5100
C14 -1.3083 -1.3337 1.2921
C15 -1.1017 0.0115 1.1586
C16 -0.2716 0.4253 0.1346
P1 -0.0013 2.2019 -0.1340
O2 -1.2400 2.8079 -0.6913
C17 0.3448 -0.4906 -0.6811
C18 0.1442 -1.8562 -0.5523
P2 1.0440 -2.9938 -1.7033
O3 0.1342 -4.3086 -2.0777
O4 1.1412 -2.1444 -3.1499
C19 -0.7234 -2.2677 0.4546
C20 -1.0995 -3.7082 0.7382
O5 -0.3042 -4.6230 0.7068
H1 -4.9033 -1.6785 5.3434
H2 -6.2304 -2.8425 4.6453
H3 -4.8492 -0.8763 2.9242
H4 -6.8652 -4.1380 3.3062
H5 -7.2422 -5.3597 0.5051
H6 -6.9574 -6.2780 1.9805
H7 -8.4977 -5.4132 1.7658
H8 -6.6381 -2.1748 1.2359
H9 -7.7653 -2.2057 2.5556
H10 -9.3888 -3.5214 0.9725
H11 -8.0689 -3.3698 -0.2779
H12 -8.8738 -1.9639 0.3657
H13 -5.2406 -5.8056 0.6096
H14 -1.6072 0.6870 1.8427
H15 1.0350 2.3992 -1.0792
H16 0.2751 2.8411 1.0961
H17 0.9872 -0.0874 -1.4628
H18 -0.8033 -4.2096 -1.8527
H19 0.2374 -2.0067 -3.4771
C21 6.9595 1.0192 -3.2827
O6 6.0426 0.4054 -4.1706
C22 5.5322 -0.8268 -3.6736
C23 4.1290 -0.6670 -3.1312
O7 4.1213 0.1347 -1.9536
C24 3.6807 1.4563 -2.2004
H20 7.1576 2.0261 -3.6492
H21 6.5557 1.0882 -2.2696
H22 7.9020 0.4614 -3.2652
H23 6.1957 -1.2455 -2.9111
H24 5.5047 -1.5239 -4.5168
H25 3.7373 -1.6479 -2.8512
H26 3.4648 -0.2475 -3.8921
H27 2.6024 1.4642 -2.4024
H28 4.2111 1.9093 -3.0409
H29 3.8726 2.0503 -1.3067
C25 2.6800 1.8380 4.8790
O8 1.7124 1.1853 4.0758
C26 1.1842 0.0144 4.6897
C27 -0.1929 0.2634 5.2647
O9 -0.1419 1.1556 6.3728
C28 -0.5580 2.4671 6.0411
H30 2.8948 2.8050 4.4254
H31 2.3157 2.0012 5.8962
H32 3.6048 1.2524 4.9094
H33 1.8629 -0.3628 5.4603
H34 1.1044 -0.7477 3.9074
H35 -0.5973 -0.6824 5.6339
H36 -0.8684 0.6377 4.4927
H37 -1.6410 2.4914 5.8769
H38 -0.0442 2.8412 5.1516
H39 -0.3189 3.1172 6.8818
C29 2.4762 5.5819 -4.6208
O10 3.5438 4.6894 -4.3502
C30 4.2974 4.3656 -5.5118
C31 5.6065 5.1243 -5.5531
O11 5.3964 6.5170 -5.7408
C32 5.5467 7.2624 -4.5457
H40 2.0695 5.9164 -3.6672
H41 2.8137 6.4552 -5.1838
H42 1.6852 5.0687 -5.1777
H43 3.7145 4.5505 -6.4189
H44 4.5158 3.2934 -5.4637
H45 6.1910 4.7704 -6.4081
H46 6.1886 4.9369 -4.6456
H47 6.6023 7.3068 -4.2567
H48 4.9604 6.8362 -3.7278
H49 5.1952 8.2754 -4.7370

As for the energy: -83173.96951 eV. As for the structure (SMILES): C=Cc1c([C@H](C)CC)cc(I)c2c1C(=O)c1cc([PH2]=O)cc(P(O)O)c1C2=O.COCCOC.COCCOC.COCCOC. The value obtained for the HOMO-LUMO gap is 7.5799 eV.

These are the Mulliken partial charges, in e, on atoms 1 to 4:
1. C -0.971
2. C -0.697
3. C 0.242
4. C 0.929

***

Formula: C3H2ClF3
Source: OMol25
Level of theory: ωB97M-V/def2-TZVPD

Atoms and positions in Å:
C1 -0.7277 0.0269 -0.1737
C2 -0.2808 0.0318 -1.4205
C3 0.5939 -0.0583 1.2475
F1 0.1314 -0.2377 2.4569
F2 1.3402 1.0693 1.2132
F3 1.4512 -1.0074 1.0032
Cl1 -1.5034 0.0560 -2.6675
H1 -1.6689 0.2760 0.3285
H2 0.6641 -0.1568 -1.9876

As for the energy: -23816.22820 eV. The value obtained for the HOMO-LUMO gap is 11.1449 eV.

These are the Mulliken partial charges, in e, on atoms 1 to 4:
1. C -0.440
2. C -0.090
3. C 0.699
4. F -0.213

***

Formula: C28H27FN7O2RbS
Source: OMol25
Level of theory: ωB97M-V/def2-TZVPD

Atoms and positions in Å:
Rb1 1.0416 0.6854 0.5525
O1 2.7202 -2.9875 -3.4165
C1 2.3565 -2.0013 -2.7143
N1 2.6190 -1.7727 -1.4501
C2 3.4552 -2.7944 -0.8934
C3 3.7824 -2.6652 0.5712
C4 4.5004 -3.7099 1.1667
C5 4.8453 -3.6387 2.5023
C6 4.4571 -2.5203 3.2277
C7 3.7464 -1.5341 2.5649
N2 3.4154 -1.5960 1.2731
C8 1.5401 -0.9283 -3.4133
C9 1.2962 -1.0907 -4.7803
C10 0.5874 -0.1217 -5.4651
C11 0.1323 0.9895 -4.7686
C12 0.4079 1.0646 -3.4107
N3 1.0936 0.1366 -2.7466
H1 4.4172 -2.8387 -1.4335
H2 3.0209 -3.7959 -1.0542
H3 4.7734 -4.5706 0.5663
H4 5.4020 -4.4467 2.9640
H5 4.6810 -2.4052 4.2801
H6 3.4070 -0.6656 3.1205
H7 1.6818 -1.9832 -5.2520
H8 0.3895 -0.2270 -6.5266
H9 -0.4266 1.7782 -5.2561
H10 0.0532 1.9063 -2.8214
C13 0.6220 -2.2710 4.7718
N4 0.0806 -0.9396 4.7839
C14 -1.2210 -0.5986 4.4646
C15 -1.2749 0.7529 4.5133
N5 -0.0441 1.2566 4.8638
C16 0.7882 0.2215 5.0251
S1 2.4242 0.2504 5.4923
H11 -0.0011 -2.9426 5.3687
H12 1.6202 -2.2226 5.2019
H13 0.6866 -2.6505 3.7489
H14 -1.9614 -1.3457 4.2344
H15 -2.1151 1.4097 4.3546
H16 0.1764 2.6824 4.6712
C17 -2.3654 -3.7525 -0.5501
N6 -2.0495 -2.7403 0.4287
C18 -3.1520 -1.9427 0.9283
C19 -0.7728 -2.3848 0.7017
O2 -0.4540 -1.4632 1.4272
H17 -3.0986 -4.4520 -0.1396
H18 -1.4619 -4.2969 -0.8200
H19 -2.7897 -3.3041 -1.4537
H20 -3.8676 -2.5819 1.4520
H21 -3.6635 -1.4427 0.1015
H22 -2.7567 -1.1955 1.6122
H23 -0.0330 -3.0367 0.2071
F1 0.2195 3.6922 4.4895
N7 -5.4032 8.0542 -4.6370
C20 -4.7229 7.3166 -4.0678
C21 -3.8889 6.4089 -3.3636
C22 -4.3796 5.1594 -2.9587
C23 -3.5753 4.2789 -2.2742
C24 -2.2371 4.5990 -1.9534
C25 -1.7566 5.8573 -2.3767
C26 -2.5604 6.7385 -3.0619
C27 -1.4214 3.6941 -1.2443
C28 -0.7080 2.8819 -0.6438
H24 -5.4059 4.9030 -3.1925
H25 -3.9608 3.3162 -1.9684
H26 -0.7330 6.1207 -2.1490
H27 -2.1787 7.7028 -3.3747

As for the energy: -58209.25618 eV. The value obtained for the HOMO-LUMO gap is 5.5811 eV. The charge is -2.

These are the Mulliken partial charges, in e, on atoms 1 to 4:
1. Rb 0.656
2. O -0.890
3. C 0.015
4. N -0.275

***

Formula: C5H17N2O
Source: OMol25
Level of theory: ωB97M-V/def2-TZVPD

Atoms and positions in Å:
N1 -0.0559 -3.0467 -1.2498
C1 0.9235 -2.6966 -0.2370
C2 2.3792 -2.5911 -0.8186
N2 1.5836 0.2810 0.1336
C3 0.8067 0.9542 -0.8865
C4 -0.3607 1.8185 -0.3991
C5 1.7725 1.4056 1.1260
H1 -5.4265 4.0722 1.6066
H2 -0.9584 -2.8672 -0.8381
H3 -0.0146 -3.9675 -1.6670
H4 0.7829 -1.7248 0.2548
H5 1.0771 -3.3805 0.5868
H6 2.9761 -3.5244 -0.8757
H7 2.9499 -1.8797 -0.1642
H8 0.4550 0.0751 -1.4116
H9 1.4901 1.4954 -1.5118
H10 -1.0648 2.1872 -1.1523
H11 -0.8577 1.2416 0.3617
H12 0.0265 2.7893 -0.0258
H13 0.8909 1.7262 1.7654
H14 2.2530 2.2627 0.6027
H15 2.4761 0.9422 1.7681
H16 -5.5441 2.3935 2.0785
H17 2.3723 -2.0976 -1.7942
O1 -5.9631 3.2842 1.9402

As for the energy: -10475.72225 eV. The value obtained for the HOMO-LUMO gap is 4.2876 eV. The charge is +1.

These are the Mulliken partial charges, in e, on atoms 1 to 4:
1. N -0.486
2. C -0.143
3. C -1.014
4. N 0.097

***

Formula: C31H32N8O4S3SeSr
Source: OMol25
Level of theory: ωB97M-V/def2-TZVPD

Atoms and positions in Å:
Sr1 0.9101 -0.0125 0.1131
N1 0.7574 2.3961 -1.3184
C1 -0.1277 3.3919 -0.7094
C2 -0.1341 3.3252 0.8254
O1 -0.6402 4.3079 1.4172
N2 0.3803 2.2242 1.3281
C3 0.3671 2.1415 2.7744
C4 0.8772 0.7949 3.3160
O2 0.6786 0.5550 4.5179
O3 1.4423 -0.0007 2.4923
H1 1.7116 2.5446 -1.0060
H2 0.7785 2.4683 -2.3286
H3 -1.1505 3.2005 -1.0502
H4 0.1150 4.4248 -0.9833
H5 -0.6381 2.2942 3.1843
H6 0.9776 2.9307 3.2356
C5 4.7308 -1.0289 -0.7830
C6 3.2884 -1.3954 -1.0945
S1 2.5351 -0.4263 -2.3723
C7 2.6956 -2.4096 -0.4138
C8 3.4501 -3.1713 0.6589
S2 1.0045 -2.9366 -0.5869
H7 4.9544 -0.0510 -1.2040
H8 5.4283 -1.7484 -1.2294
H9 4.9288 -0.9987 0.2914
H10 4.5275 -3.1934 0.4802
H11 3.0855 -4.1977 0.6983
H12 3.2776 -2.7275 1.6455
Se1 -6.9035 -3.0475 -0.7219
N3 -5.8386 -2.0872 -1.7945
C9 -4.7562 -1.8299 -1.1200
C10 -3.6213 -1.0951 -1.6676
C11 -3.5922 -0.6511 -2.9885
C12 -2.4417 -0.0662 -3.4712
C13 -1.3623 0.0849 -2.6023
N4 -1.3985 -0.2881 -1.3327
C14 -2.4954 -0.8889 -0.8640
C15 -2.4624 -1.3643 0.5378
N5 -1.3643 -1.0913 1.2478
C16 -1.2794 -1.5329 2.4948
C17 -2.3001 -2.2659 3.1019
C18 -3.4374 -2.5443 2.3819
C19 -3.5318 -2.0870 1.0686
C20 -4.7027 -2.3413 0.2393
N6 -5.7453 -3.0080 0.6432
H13 -4.4572 -0.8120 -3.6193
H14 -2.3541 0.2396 -4.5039
H15 -0.4206 0.5028 -2.9396
H16 -0.3634 -1.2922 3.0244
H17 -2.1827 -2.5976 4.1242
H18 -4.2584 -3.1099 2.8033
C21 2.8507 -5.1750 -3.2835
C22 2.9852 -3.7567 -3.8248
C23 1.7598 -3.2790 -4.5887
N7 0.5891 -3.3012 -3.7300
C24 -0.6376 -3.2146 -4.1769
S3 -1.1042 -2.9282 -5.7698
N8 -1.6349 -3.3678 -3.2006
C25 -1.7298 -4.2670 -2.1635
O4 -2.5710 -4.1136 -1.2955
C26 -0.9003 -5.5117 -2.2210
C27 -0.7311 -6.1971 -3.4186
C28 -0.0640 -7.4133 -3.4304
C29 0.4489 -7.9333 -2.2505
C30 0.2842 -7.2428 -1.0564
C31 -0.4006 -6.0384 -1.0366
H19 3.7763 -5.4919 -2.7976
H20 2.6189 -5.8917 -4.0776
H21 2.0583 -5.2308 -2.5340
H22 3.8400 -3.6869 -4.5043
H23 3.1737 -3.0598 -3.0062
H24 1.5492 -3.9133 -5.4548
H25 1.9180 -2.2581 -4.9438
H26 0.7458 -3.2087 -2.6939
H27 -2.4507 -2.7894 -3.3352
H28 -1.1203 -5.7805 -4.3408
H29 0.0668 -7.9457 -4.3644
H30 0.9873 -8.8736 -2.2621
H31 0.7009 -7.6374 -0.1382
H32 -0.5234 -5.4778 -0.1206

As for the energy: -151473.55933 eV. The value obtained for the HOMO-LUMO gap is 4.7055 eV. The charge is -2.

These are the Mulliken partial charges, in e, on atoms 1 to 4:
1. Sr 1.369
2. N -0.223
3. C -0.487
4. C 0.158

***

Formula: C27H44N3OsP3S
Source: OMol25
Level of theory: ωB97M-V/def2-TZVPD

Atoms and positions in Å:
Os1 -0.1918 0.0055 0.1193
P1 -1.5099 1.8717 0.0639
P2 -2.0969 -1.3201 0.8575
P3 1.4402 1.1343 -1.2607
H1 -1.2387 -1.7640 -1.6405
C1 -0.2965 -1.2185 -1.5336
C2 0.6756 -1.7488 -0.5696
H2 0.4073 -2.6700 -0.0452
C3 -2.5704 1.9081 -1.4305
C4 -2.6730 2.0589 1.4624
C5 -0.7034 3.5166 0.0956
C6 -1.7426 -3.1344 0.9384
C7 -2.8453 -1.1647 2.5392
C8 -3.5812 -1.3029 -0.2329
C9 2.8393 0.1889 -1.9927
C10 2.4190 2.4355 -0.4371
C11 0.7321 1.8995 -2.7881
H3 0.1127 -0.7960 -2.4563
H4 1.7369 -1.6904 -0.8353
H5 -3.2017 2.8039 -1.3637
H6 -3.2084 1.0174 -1.4802
H7 -1.9623 1.9630 -2.3416
H8 -3.1626 3.0370 1.3630
H9 -2.1399 2.0486 2.4230
H10 -3.4444 1.2803 1.4742
H11 -1.4756 4.2865 0.2337
H12 -0.1471 3.7412 -0.8223
H13 -0.0207 3.5598 0.9540
H14 -2.6391 -3.6606 1.3003
H15 -0.9194 -3.3295 1.6402
H16 -1.4715 -3.5249 -0.0503
H17 -3.8533 -1.6125 2.5296
H18 -2.9219 -0.1241 2.8709
H19 -2.2250 -1.7176 3.2582
H20 -4.2279 -2.1284 0.0929
H21 -3.2986 -1.4673 -1.2785
H22 -4.1388 -0.3621 -0.1605
H23 3.4523 0.8689 -2.6027
H24 2.5059 -0.6342 -2.6350
H25 3.4629 -0.2089 -1.1830
H26 3.0461 2.9302 -1.1915
H27 3.0633 1.9486 0.3067
H28 1.7954 3.1792 0.0640
H29 1.5675 2.2459 -3.4102
H30 0.0714 2.7454 -2.5734
H31 0.1717 1.1507 -3.3612
C12 2.2614 -0.7581 -6.9770
C13 1.5500 -0.4504 -8.1531
C14 1.4034 -1.4173 -9.1508
C15 1.9709 -2.6871 -8.9959
C16 2.7111 -2.9826 -7.8457
C17 2.8659 -2.0248 -6.8414
S1 2.4210 0.4001 -5.6793
H32 1.4631 1.2945 -6.0717
H33 1.1170 0.5440 -8.2578
H34 0.8426 -1.1869 -10.0573
H35 1.8393 -3.4454 -9.7694
H36 3.1698 -3.9639 -7.7264
H37 3.4428 -2.2369 -5.9405
N1 -0.5080 1.2936 10.8530
C18 -0.3892 1.0456 9.7149
C19 -0.1630 0.7285 8.3348
C20 -1.0478 1.1587 7.3331
C21 -0.7377 0.9040 5.9917
C22 0.3899 0.1305 5.6823
C23 1.2615 -0.3089 6.6806
C24 1.0033 0.0259 8.0089
N2 0.6103 -0.2897 4.3519
C25 1.3947 -1.3728 3.9280
C26 1.3146 -1.4145 2.5727
N3 0.4741 -0.3841 2.1450
C27 0.0593 0.2618 3.2380
H38 -1.9618 1.6926 7.6100
H39 -1.3835 1.2796 5.1976
H40 2.1362 -0.8936 6.4143
H41 1.7118 -0.2672 8.7841
H42 1.9426 -2.0032 4.6063
H43 1.8069 -2.0702 1.8704
H44 -0.5645 1.1521 3.2382

Its spin multiplicity is 5. As for the energy: -74310.27283 eV. The value obtained for the HOMO-LUMO gap (spin up / spin down) is 7.8066 / 1.9210 eV. The charge is +4. As for the expectation value of S²: 6.035.

These are the Mulliken partial charges, in e, on atoms 1 to 4:
1. Os 2.249
2. P 0.722
3. P 0.606
4. P 0.544

***

The lowest energy belongs to which entry?
C31H32N8O4S3SeSr

***

What is the formula in the first record?
C32H49IO11P2